No. 1
Below is 12 unconnected molecules or ions with the total composition C41H80Cl6O27, with properties calculated with ωB97M-V/def2-TZVPD.

Calculated values
lowest unoccupied orbital energy	0.31	eV
gap between HOMO and LUMO	0.39376	Ha

Each line ends with the Löwdin charge.
Positions of all 154 atoms, in Å:
1 Cl -10.22 -5.34 -1.46  0.5256
2 Cl -11.80 5.36 0.70  0.5780
3 Cl 8.99 0.97 9.18  0.5390
4 Cl 6.08 -0.28 8.75  0.5255
5 Cl -10.18 -2.71 -3.37  0.5111
6 Cl -13.91 6.92 2.62  0.5214
7 O -1.11 1.65 9.86  0.0891
8 O 9.83 -6.05 2.48  0.0982
9 O 6.69 4.60 0.54  -0.0240
10 O -0.17 -1.09 -5.24  -0.0069
11 O 3.32 -10.94 0.81  0.0312
12 O 6.30 -3.32 -5.82  0.0137
13 O -3.09 0.00 0.71  -0.0164
14 O 2.72 -12.15 2.57  0.1094
15 O -8.17 -0.18 -11.49  0.0936
16 O -3.46 10.00 4.97  -0.0178
17 O 4.71 3.56 1.01  -0.0286
18 O -3.30 11.77 6.20  0.0035
19 O 8.76 -7.84 1.58  0.0038
20 O 2.59 -9.78 2.51  -0.0025
21 O -8.25 1.50 -13.10  0.0014
22 O 1.39 0.40 -5.29  0.0243
23 O -3.12 0.80 2.86  0.1173
24 O -0.77 1.20 -5.48  0.0547
25 O -7.82 2.01 -10.89  -0.0160
26 O -2.62 2.89 8.53  0.0641
27 O 6.74 2.52 1.55  0.1213
28 O 6.37 -5.48 -5.29  0.0904
29 O -2.25 11.75 4.13  0.1073
30 O 8.25 -7.32 3.62  0.0167
31 O -1.29 -0.38 2.02  0.0120
32 O 5.93 -3.76 -3.77  0.0396
33 O -3.12 2.57 10.63  0.0406
34 C 0.05 0.23 -5.32  -0.5146
35 C 9.04 -6.99 2.57  -0.5513
36 C 8.23 6.28 0.39  -0.0529
37 C -13.49 7.51 0.99  -0.6447
38 C -11.68 -4.76 -2.29  -0.6566
39 C 2.01 1.71 -5.20  -0.2108
40 C -8.62 0.55 -14.11  -0.2243
41 C -4.00 14.17 5.92  -0.0358
42 C 4.05 4.85 0.94  -0.0543
43 C 3.93 -4.78 -2.66  -0.0474
44 C 6.35 -3.49 -7.20  -0.0401
45 C -3.10 9.11 3.94  -0.0579
46 C -11.65 -3.23 -2.48  -0.6463
47 C -4.35 0.50 0.45  -0.0923
48 C -3.85 3.47 8.76  -0.1703
49 C -3.00 11.27 4.97  -0.5437
50 C -4.38 2.93 10.06  -0.1075
51 C 7.71 1.90 8.39  -0.6688
52 C -1.45 -1.60 -5.02  -0.0549
53 C -7.53 1.63 -9.54  -0.0643
54 C -2.93 13.13 6.52  -0.1645
55 C -0.57 -0.56 3.19  -0.2498
56 C 9.63 -7.77 0.41  -0.0125
57 C 2.90 -11.05 2.04  -0.5205
58 C -12.98 6.42 0.04  -0.7222
59 C 6.79 0.93 7.66  -0.6728
60 C -2.54 0.21 1.97  -0.4716
61 C 1.96 -9.69 3.71  -0.1227
62 C -2.21 2.27 9.67  -0.4545
63 C 0.56 -1.57 3.00  -0.0631
64 C 4.01 -11.52 -1.33  -0.0681
65 C 7.86 -6.33 4.50  -0.2537
66 C 6.24 -4.29 -4.97  -0.5622
67 C 8.00 4.83 0.82  -0.2786
68 C 3.69 -12.07 0.05  -0.2135
69 C 3.47 1.64 -4.92  -0.0830
70 C -8.75 1.29 -15.44  -0.0726
71 C 5.47 -4.58 -2.77  -0.2515
72 C 6.11 3.48 1.10  -0.4459
73 C 8.88 -6.28 5.64  -0.0651
74 C -8.08 1.00 -11.80  -0.4692
75 H 3.68 -5.41 -1.81  0.0733
76 H 9.72 -8.78 0.03  0.0938
77 H -11.67 -5.23 -3.27  0.0645
78 H 6.99 -6.80 4.96  0.1239
79 H -3.86 4.55 8.92  0.1349
80 H -4.26 13.81 4.93  0.0640
81 H 10.61 -7.39 0.70  0.0871
82 H 5.91 1.44 7.26  0.0661
83 H 6.01 -4.18 -1.91  0.1256
84 H 2.85 -12.76 -0.01  0.1301
85 H -6.96 0.72 -9.33  0.0930
86 H -8.40 1.57 -8.89  0.0933
87 H -1.93 -1.13 -4.17  0.1047
88 H -1.46 -2.69 -5.02  0.0959
89 H -13.81 5.77 -0.23  0.0615
90 H 1.98 2.27 -6.13  0.1248
91 H 3.96 1.03 -5.68  0.0803
92 H -4.39 3.16 7.87  0.1403
93 H 8.07 6.33 -0.69  0.0818
94 H 9.29 6.45 0.58  0.0735
95 H 4.57 -12.55 0.46  0.1324
96 H -4.56 0.61 -0.61  0.0960
97 H 8.19 2.60 7.70  0.0716
98 H 4.28 -12.39 -1.94  0.0769
99 H 9.26 -7.04 -0.32  0.0947
100 H 1.33 -1.62 3.77  0.0758
101 H -2.87 8.11 4.32  0.0954
102 H -12.48 -2.89 -3.11  0.0623
103 H 1.10 -1.26 2.11  0.0746
104 H 8.30 4.58 1.84  0.1288
105 H -1.89 13.30 6.22  0.1106
106 H -6.89 2.43 -9.18  0.0919
107 H 9.07 -7.28 6.02  0.0814
108 H -4.64 1.44 0.91  0.0931
109 H -4.98 14.06 6.39  0.0657
110 H 3.57 -5.38 -3.49  0.0699
111 H 3.26 -3.92 -2.69  0.0702
112 H -9.25 2.24 -15.21  0.0748
113 H -1.99 -1.43 -5.96  0.0962
114 H -7.93 -0.29 -14.16  0.1237
115 H -5.02 2.05 10.05  0.1315
116 H 3.78 1.31 -3.93  0.0817
117 H 7.09 2.43 9.11  0.0705
118 H -14.36 8.04 0.62  0.0701
119 H 5.66 -2.72 -7.54  0.0999
120 H -3.66 15.21 5.89  0.0705
121 H 5.84 -5.60 -2.84  0.1155
122 H -2.21 9.36 3.38  0.0904
123 H -12.69 8.22 1.20  0.0602
124 H 4.47 5.57 0.24  0.0886
125 H 3.12 4.62 0.43  0.0882
126 H -2.77 13.16 7.60  0.1119
127 H 2.59 -9.90 4.58  0.0975
128 H 4.89 -10.88 -1.39  0.0765
129 H 8.59 -5.59 6.43  0.0776
130 H 3.21 -10.94 -1.80  0.0811
131 H 8.62 4.13 0.26  0.1279
132 H -11.78 -2.69 -1.54  0.0705
133 H 7.74 7.06 0.98  0.0799
134 H 1.50 2.27 -4.41  0.1268
135 H 1.12 -10.37 3.81  0.0964
136 H 5.97 -4.43 -7.61  0.0992
137 H 7.38 0.44 6.88  0.0688
138 H 0.37 -2.64 2.89  0.0741
139 H 1.54 -8.70 3.88  0.0960
140 H -9.62 0.19 -13.89  0.1224
141 H -12.69 6.72 -0.97  0.0757
142 H -12.52 -5.00 -1.64  0.0688
143 H 7.40 -3.35 -7.46  0.1039
144 H 3.81 5.26 1.92  0.0942
145 H -4.86 3.70 10.67  0.1319
146 H -7.84 1.71 -15.85  0.0728
147 H -9.31 0.78 -16.23  0.0795
148 H 3.92 2.61 -5.12  0.0810
149 H -3.96 9.19 3.27  0.1004
150 H 9.80 -5.91 5.19  0.0707
151 H 7.71 -5.34 4.07  0.1348
152 H -5.05 -0.21 0.88  0.0977
153 H -1.17 -0.87 4.05  0.1246
154 H -0.21 0.43 3.45  0.1279

***

No. 2
Below is a gas-phase ion, C2H8NO (charge +2), with properties calculated with ωB97M-V/def2-TZVPD.

Calculated values
lowest unoccupied orbital energy (alpha / beta)	-8.55 / -15.61	eV
spin multiplicity	2
gap between HOMO and LUMO (alpha / beta)	0.57266 / 0.31795	Ha
⟨S²⟩	0.75
total charge	+2

Each line ends with the Löwdin charge.
Positions of all 12 atoms, in Å:
1 O -0.19 1.13 -1.15  0.2906
2 N 1.28 -0.64 0.30  0.3033
3 C -0.13 -0.23 0.69  -0.0351
4 C -1.01 0.24 -0.47  -0.0640
5 H 1.59 -1.22 0.99  0.1539
6 H 1.87 0.16 0.32  0.1831
7 H -0.67 1.94 -1.33  0.1879
8 H -0.16 0.60 1.41  0.1683
9 H 1.28 -1.10 -0.54  0.1476
10 H -1.32 -0.59 -1.24  0.2671
11 H -0.57 -1.11 1.25  0.1889
12 H -1.96 0.83 -0.21  0.2084

***

No. 3
Below is a molecular structure, C42H42BrGeN6O10S3Sr, with properties calculated with ωB97M-V/def2-TZVPD.

Calculated values
lowest unoccupied orbital energy	2.34	eV
gap between HOMO and LUMO	0.30108	Ha
total charge	-1

Each line ends with the Löwdin charge.
Positions of all 106 atoms, in Å:
1 Sr -0.86 -0.20 -0.35  1.4844
2 Br -2.13 -1.29 -5.17  0.8004
3 Ge -2.63 -0.88 1.59  0.8818
4 S 1.27 2.80 -3.67  0.9033
5 S 1.96 -0.63 1.88  0.5845
6 S -3.02 1.17 -0.01  0.3116
7 O -2.28 -1.96 -0.47  -0.2278
8 O -1.78 1.23 0.82  -0.5975
9 O 1.14 0.50 2.25  -0.3515
10 O -3.67 2.44 -0.02  -0.2542
11 O 1.49 3.52 -4.96  -0.5613
12 O -2.61 0.72 -1.35  -0.4169
13 O -1.15 -1.29 -2.23  -0.1879
14 O -3.96 0.09 0.55  -0.3082
15 O 2.11 -1.64 2.89  -0.3115
16 O -0.46 4.27 3.62  -0.1305
17 N 7.17 1.40 -0.19  0.0929
18 N 0.04 4.20 0.84  -0.0612
19 N 1.47 -2.63 -1.30  0.1194
20 N 0.49 2.33 -0.75  0.1666
21 N 1.39 -1.18 0.45  -0.1956
22 N 3.06 -2.88 0.45  0.1267
23 C 2.53 0.40 -2.85  -0.0695
24 C -4.70 -1.72 -1.85  -0.0149
25 C -3.78 -4.85 2.51  -0.0915
26 C 1.97 -3.69 -1.90  -0.1512
27 C 5.96 0.90 0.33  -0.3284
28 C 3.55 -3.94 -0.18  -0.1479
29 C 1.09 4.54 1.82  -0.1047
30 C -4.84 -1.51 -4.59  -0.1576
31 C 3.03 -4.42 -1.38  -0.0817
32 C -5.93 -1.73 -2.48  -0.0684
33 C 6.05 -0.97 -3.26  -0.0505
34 C -0.07 1.61 -3.95  -0.2487
35 C 3.56 0.92 0.34  -0.0660
36 C -1.74 0.34 4.10  -0.0906
37 C 1.99 -2.27 -0.11  -0.4718
38 C -5.80 -3.61 2.08  -0.0896
39 C -1.32 4.47 1.34  -0.0955
40 C 0.26 3.16 0.02  -0.2285
41 C -2.24 -1.57 -1.69  -0.6806
42 C -1.90 1.02 5.30  -0.0843
43 C -2.82 0.15 3.24  -0.2577
44 C 4.84 -0.09 -3.42  -0.2820
45 C -5.16 -4.81 2.41  -0.1038
46 C 2.61 1.57 -3.60  -0.3652
47 C -1.49 3.85 2.73  -0.1704
48 C 4.75 -0.49 1.88  -0.0637
49 C -3.02 -3.71 2.27  -0.0852
50 C 3.76 1.89 -4.29  -0.0815
51 C -3.65 -2.50 1.94  -0.2487
52 C -3.14 1.52 5.65  -0.1028
53 C 5.95 -0.04 1.36  -0.0383
54 C -3.51 -1.58 -2.55  -0.1084
55 C -5.05 -2.47 1.85  -0.1041
56 C 4.88 1.07 -4.20  -0.0483
57 C -4.23 1.38 4.79  -0.0924
58 C -4.07 0.69 3.59  -0.0905
59 C 4.75 1.37 -0.18  -0.0317
60 C 3.56 -0.01 1.38  -0.2873
61 C 3.66 -0.41 -2.77  -0.0355
62 C -5.99 -1.65 -3.85  -0.0939
63 C -3.59 -1.46 -3.97  -0.5712
64 C 0.81 3.84 3.13  -0.1756
65 H -2.06 4.05 0.68  0.1062
66 H -6.84 -1.83 -1.89  0.1033
67 H 1.55 4.11 3.89  0.1274
68 H -0.89 2.18 -4.38  0.0594
69 H -1.48 2.77 2.63  0.1022
70 H -3.29 -5.79 2.75  0.0977
71 H 0.30 0.87 -4.66  0.0483
72 H 2.61 1.22 -0.08  0.0735
73 H 2.06 4.24 1.41  0.1300
74 H 6.96 -0.46 -3.59  0.0688
75 H -5.75 -5.70 2.57  0.0939
76 H 4.40 -4.42 0.30  0.1031
77 H 6.17 -1.27 -2.22  0.0735
78 H -3.27 2.06 6.58  0.0943
79 H -1.05 1.17 5.95  0.1024
80 H 5.79 1.33 -4.73  0.1060
81 H -1.44 5.56 1.39  0.1275
82 H -5.19 1.80 5.06  0.0947
83 H 6.89 -0.42 1.75  0.1046
84 H -4.64 -1.80 -0.77  0.0905
85 H -1.94 -3.75 2.33  0.1091
86 H -4.88 -1.45 -5.67  0.0863
87 H -5.54 -1.54 1.58  0.0946
88 H -6.88 -3.59 1.99  0.0960
89 H -4.90 0.60 2.90  0.0956
90 H 3.76 2.79 -4.90  0.0992
91 H -6.95 -1.70 -4.36  0.1011
92 H 3.46 -5.27 -1.88  0.0854
93 H 1.07 5.62 1.96  0.1255
94 H 4.73 -1.25 2.66  0.1132
95 H -0.37 1.13 -3.02  0.0117
96 H 4.75 2.08 -1.00  0.1163
97 H -1.15 -1.06 1.40  -0.0132
98 H 5.95 -1.88 -3.86  0.0796
99 H 1.52 -3.95 -2.85  0.1107
100 H 7.97 0.80 -0.06  0.0797
101 H -0.75 -0.02 3.80  0.0893
102 H 7.10 1.78 -1.12  0.0797
103 H 1.66 0.11 -2.33  0.0779
104 H 0.81 2.76 2.98  0.1078
105 H 3.60 -1.32 -2.17  0.1058
106 H -2.45 4.15 3.16  0.1338

***

No. 4
Below is 2 unconnected molecules or ions with the total composition C7H11N2O, with properties calculated with ωB97M-V/def2-TZVPD.

Calculated values
lowest unoccupied orbital energy	-4.36	eV
gap between HOMO and LUMO	0.40185	Ha
total charge	+1

Each line ends with the Löwdin charge.
Positions of all 21 atoms, in Å:
1 O 5.39 1.05 0.11  0.1143
2 N 3.22 0.63 0.79  0.2449
3 N 4.27 0.87 0.55  -0.2129
4 C 0.41 -0.19 0.68  -0.1263
5 C -0.19 -1.27 -0.35  -0.1621
6 C -1.38 0.63 -0.72  -0.2423
7 C -1.17 -1.17 0.71  0.0065
8 C -2.09 -0.12 0.42  -0.1166
9 C -0.09 1.11 0.05  -0.1205
10 C -0.72 -0.48 -1.49  -0.1095
11 H -0.32 1.94 0.91  0.1881
12 H -1.88 1.42 -1.17  0.1354
13 H -1.36 -1.08 -2.17  0.1430
14 H 0.68 1.39 -0.60  0.0884
15 H 1.59 -0.26 0.71  0.1281
16 H 0.33 -2.23 -0.39  0.1687
17 H 0.01 0.05 -2.30  0.1942
18 H -2.95 -0.55 -0.09  0.1590
19 H -1.36 -2.01 1.38  0.1753
20 H 0.19 -0.26 1.74  0.1575
21 H -2.59 0.53 1.24  0.1869